(1)
The following is a quantum chemistry calculation of a molecular structure, C7H13NO, from OMol25.

Last column: Mulliken charge in e.
Positions of all 22 atoms, in Å:
C  -2.075  0.418  0.720  -1.589
C  -1.269  -1.119  -1.103  -1.543
C  1.785  -1.070  -0.074  -1.684
C  0.868  0.525  1.641  -1.582
C  0.704  1.091  -0.842  -0.093
C  -1.003  0.143  -0.307  1.675
C  0.827  0.070  0.192  1.383
O  1.718  1.609  -1.555  -0.489
N  -0.567  1.285  -1.046  -0.887
H  1.346  2.093  -2.305  0.390
H  -2.002  1.435  1.100  0.358
H  -3.067  0.279  0.283  0.418
H  -0.519  -1.266  -1.875  0.383
H  -1.294  -1.993  -0.450  0.279
H  -2.250  -1.036  -1.582  0.448
H  -1.975  -0.274  1.558  0.305
H  1.808  -1.342  -1.128  0.322
H  2.804  -0.797  0.219  0.415
H  0.264  1.416  1.800  0.338
H  1.902  0.735  1.933  0.436
H  0.496  -0.258  2.306  0.335
H  1.500  -1.944  0.515  0.382

Results
**LUMO level**: 0.8 eV
**Molar mass**: 127.19 g/mol
**Kohn-Sham gap**: 9.4 eV
**Energy**: -404.46835 Eh

(2)
The following is a quantum chemistry calculation of C7H13NO in the gas phase, from OMol25.

Last column: Mulliken charge in e.
Positions of all 22 atoms, in Å:
C  -1.203  -0.547  0.512  -0.187
C  0.604  -0.239  -0.428  1.516
C  -0.658  -1.091  -0.752  -0.874
C  1.769  -1.057  0.103  -1.733
C  1.039  0.642  -1.591  -1.783
C  -0.682  2.033  0.478  -1.678
C  -0.227  0.616  0.816  1.252
N  -2.026  -1.133  1.355  -0.318
O  0.201  0.408  2.028  -0.826
H  -2.288  -0.611  2.184  0.261
H  -2.136  -2.136  1.424  0.236
H  -1.216  -0.751  -1.627  0.334
H  -0.531  -2.176  -0.797  0.342
H  2.584  -0.399  0.410  0.377
H  0.205  1.183  -2.040  0.403
H  1.474  -1.621  0.987  0.372
H  2.154  -1.731  -0.668  0.430
H  1.500  0.039  -2.379  0.418
H  1.779  1.375  -1.264  0.365
H  -1.301  2.404  1.297  0.415
H  0.196  2.678  0.410  0.362
H  -1.238  2.114  -0.458  0.317

Results
**LUMO level (spin up / spin down)**: 0.4 / 0.4 eV
**Molar mass**: 127.19 g/mol
**Kohn-Sham gap (spin up / spin down)**: 7.9 / 7.9 eV
**Energy**: -404.42361 Eh

(3)
The following is a quantum chemistry calculation of C7H13NO2 in the gas phase, from OMol25.

Last column: Mulliken charge in e.
Positions of all 23 atoms, in Å:
C  -1.715  0.418  -1.316  -1.447
C  -0.621  -0.046  -0.223  0.629
C  -0.777  0.836  0.989  -1.467
C  0.475  0.749  1.893  -0.483
C  1.681  0.319  0.914  -1.009
C  0.974  0.373  -0.434  -0.039
C  1.439  -0.709  -1.717  0.376
H  -1.845  -0.005  -2.299  0.414
H  -2.967  0.332  -1.254  0.289
H  -1.542  1.514  -1.496  0.311
H  -1.702  -1.530  0.342  0.414
H  -0.429  -0.999  1.411  0.203
H  -1.570  0.603  1.613  0.492
H  -0.832  1.752  0.618  0.616
H  0.904  1.640  2.588  0.358
H  0.392  -0.407  2.482  0.314
H  1.694  -0.877  0.786  0.284
H  2.554  0.715  0.945  0.661
H  1.007  1.261  -1.299  0.309
H  0.482  -2.035  -0.661  0.502
N  -0.647  -1.415  0.408  -0.606
O  0.952  -1.957  -1.542  -0.514
O  2.092  -0.534  -2.745  -0.606

Results
**LUMO level**: 0.5 eV
**Molar mass**: 143.19 g/mol
**Structure (SMILES)**: C[C@]1(N)CCC[C@H]1C(=O)O
**Kohn-Sham gap**: 10.0 eV
**Energy**: -479.56455 Eh

(4)
The following is a quantum chemistry calculation of C7H13NO3S in the gas phase, from OMol25.

Last column: Mulliken charge in e.
Positions of all 25 atoms, in Å:
C  -1.072  -1.160  -0.941  -0.721
C  -1.901  -0.111  1.019  -0.749
C  -2.213  -1.189  0.122  0.168
C  0.689  0.709  -1.456  -0.214
C  2.756  -0.369  -0.250  -1.659
C  1.563  1.603  0.738  -1.421
C  1.394  0.372  -0.169  1.173
N  -1.997  1.114  0.647  0.985
O  -1.698  2.119  1.269  -0.737
O  -2.255  1.176  -0.683  -0.575
O  -2.132  -2.500  0.575  -0.591
S  -0.871  0.392  -1.860  0.002
H  -0.161  -1.672  -0.499  0.296
H  -1.449  -1.838  -1.829  0.429
H  -1.889  -0.415  2.098  0.337
H  -3.177  -0.992  -0.417  0.445
H  1.354  1.367  -2.185  0.269
H  2.747  -1.203  -0.912  0.378
H  2.892  -0.661  0.769  0.406
H  3.452  0.417  -0.440  0.441
H  2.046  2.425  0.269  0.445
H  2.003  1.378  1.671  0.402
H  0.573  2.025  0.896  0.295
H  0.767  -0.402  0.309  -0.171
H  -1.421  -2.584  1.260  0.365

Results
**LUMO level (spin up / spin down)**: 0.0 / 0.0 eV
**Molar mass**: 191.25 g/mol
**Kohn-Sham gap (spin up / spin down)**: 8.3 / 8.3 eV
**Energy**: -952.93876 Eh

(5)
The following is a quantum chemistry calculation of C7H13NO3S in the gas phase, from OMol25.

Last column: Mulliken charge in e.
Positions of all 25 atoms, in Å:
C  3.027  -1.673  -0.634  -0.843
C  1.755  -0.072  1.252  -1.145
C  0.380  -0.628  0.868  -0.449
C  -0.255  0.002  -0.386  -0.038
C  -2.731  -0.731  -0.172  0.667
C  -2.823  -0.490  1.318  -1.059
C  -0.431  1.516  -0.268  0.315
H  3.786  -1.765  -1.385  0.385
H  2.080  -1.999  -1.124  0.241
H  3.275  -2.384  0.195  0.261
H  1.645  0.960  1.599  0.403
H  2.106  -0.640  2.089  0.580
H  -0.301  -0.531  1.735  0.195
H  0.445  -1.681  0.710  0.520
H  0.446  -0.220  -1.237  0.365
H  -1.592  -0.794  -1.781  0.247
H  -2.349  -1.301  1.880  0.254
H  -3.915  -0.454  1.565  0.295
H  -2.349  0.452  1.540  0.386
H  1.426  1.675  -0.817  0.355
N  -1.481  -0.680  -0.808  -0.189
O  -3.699  -1.076  -0.844  -0.635
O  0.682  2.241  -0.502  -0.510
O  -1.456  2.045  0.045  -0.533
S  2.995  0.013  -0.049  -0.068

Results
**LUMO level**: 0.4 eV
**Molar mass**: 191.25 g/mol
**Structure (SMILES)**: CSCC[C@@H](NC(C)=O)C(=O)O
**Kohn-Sham gap**: 10.0 eV
**Energy**: -953.21843 Eh

(6)
The following is a quantum chemistry calculation of a molecular structure, C7H13NOPRe, from OMol25.

Last column: Mulliken charge in e.
Positions of all 24 atoms, in Å:
C  -1.347  -1.379  -0.833  -0.784
C  -0.879  -1.618  -2.178  -0.314
C  -0.712  -0.558  -3.069  -0.019
C  -0.534  0.774  -2.621  -0.349
C  -1.147  1.050  -1.387  -0.997
Re  0.170  -0.290  -1.001  1.197
P  0.731  -1.149  1.364  -0.226
H  -1.750  -2.145  -0.198  0.435
H  -0.819  -2.624  -2.590  0.439
H  -0.557  -0.772  -4.137  0.366
H  -1.433  2.046  -1.144  0.442
H  -0.035  1.529  -3.262  0.364
H  1.930  -1.082  2.162  0.158
H  0.448  -2.520  1.674  0.152
H  -0.157  -0.592  2.337  0.141
C  1.275  3.097  1.985  -1.126
C  0.257  2.509  1.066  0.701
N  -0.971  3.085  1.076  -0.287
O  0.582  1.487  0.384  -0.677
H  1.011  4.109  2.287  0.413
H  2.239  3.115  1.477  0.311
H  1.386  2.482  2.878  0.272
H  -1.683  2.856  0.387  0.169
H  -1.158  3.884  1.672  0.220

Results
**⟨S²⟩**: 3.78
**LUMO level (spin up / spin down)**: -3.6 / -4.1 eV
**Total charge**: +1
**Molar mass**: 344.37 g/mol
**Multiplicity**: 4
**Kohn-Sham gap (spin up / spin down)**: 6.5 / 8.3 eV
**Energy**: -823.66427 Eh